Arrangement 1

Computed, not measured: the molecule C4H3N3O, with wB97M-V/def2-TZVPD.

Bonds (Å) are listed after each position.
Positions of all 11 atoms, in Å:
1 C 2.9012 -0.3300 0.1119  C2 1.224, H9 1.105
2 C 1.6951 -0.3992 -0.0876  C1 1.224, C3 1.423
3 C 0.2734 -0.4308 -0.0457  C2 1.423, N4 1.332, N7 1.333
4 N -0.5174 -1.5024 -0.0434  C3 1.332, C5 1.353
5 C -1.7502 -0.9522 0.0389  N4 1.353, N6 1.315, H10 1.100
6 N -1.7684 0.3623 0.0484  C5 1.315, N7 1.310
7 N -0.4964 0.6580 -0.0580  C3 1.333, N6 1.310, O8 1.359
8 O 0.0318 1.9085 0.0106  N7 1.359, H11 0.990
9 H 3.9937 -0.1817 0.0324  C1 1.105
10 H -2.6970 -1.4938 0.1819  C5 1.100
11 H -0.7923 2.4556 -0.0331  O8 0.990

The calculation puts the HOMO energy at -9.53 eV. The value obtained for the frontier orbital gap is 10.30 eV. The structure (SMILES) is C#Cc1ncnn1O. As for the total charge: 0.

Charges per atom according to Mulliken partitioning, unit e: number 1, C, carries -0.119; number 2, C, carries -0.343; number 3, C, carries 0.374; number 4, N, carries -0.600; number 5, C, carries -0.103; number 6, N, carries -0.876; number 7, N, carries 0.888; number 8, O, carries -0.446; number 9, H, carries 0.386; number 10, H, carries 0.407; number 11, H, carries 0.432



Arrangement 2

Computed, not measured: the molecule C4H3N3O, with wB97M-V/def2-TZVPD.

Bonds (Å) are listed after each position.
Positions of all 11 atoms, in Å:
1 O 2.9552 -0.7087 -0.2990  C2 1.265
2 C 2.1101 0.1189 0.1483  O1 1.265, C3 1.552, H9 1.225
3 C 0.5886 -0.1846 0.1815  C2 1.552, C4 1.391, N8 1.372
4 C -0.2385 0.9232 0.0290  C3 1.391, N5 1.350, H10 1.156
5 N -1.5687 0.8179 -0.1741  C4 1.350, C6 1.388
6 C -2.0174 -0.4915 -0.0751  N5 1.388, N7 1.311, H11 1.140
7 N -1.2636 -1.5606 0.0038  C6 1.311, N8 1.363
8 N 0.0933 -1.4607 0.0900  C3 1.372, N7 1.363
9 H 2.3277 1.2787 0.4764  C2 1.225
10 H 0.1436 1.9877 -0.2105  C4 1.156
11 H -3.1303 -0.7203 -0.1704  C6 1.140

The calculation puts the HOMO energy at -10.22 eV. The value obtained for the frontier orbital gap is 8.93 eV. The structure (SMILES) is O=Cc1cncnn1. As for the total charge: 0.

Charges per atom according to Mulliken partitioning, unit e: number 1, O, carries -0.436; number 2, C, carries -0.078; number 3, C, carries 0.724; number 4, C, carries 0.005; number 5, N, carries -0.486; number 6, C, carries 0.086; number 7, N, carries -0.396; number 8, N, carries -0.234; number 9, H, carries 0.217; number 10, H, carries 0.255; number 11, H, carries 0.342



Least stable = arrangement 1



Arrangement 1

Computed, not measured: a cluster of 2 separate species, C4H7IS in total, with wB97M-V/def2-TZVPD.

Bonds (Å) are listed after each position.
Positions of all 13 atoms, in Å:
1 C -1.0281 -1.8994 -0.8458  S5 1.574, H7 1.075
2 C 1.5328 0.7408 0.2944  C3 1.525, H8 1.089, H9 1.087, H10 1.087
3 C 0.0715 0.5024 0.6617  C2 1.525, C4 1.450, H11 1.137, H12 1.093
4 C -0.8406 0.7165 -0.4450  C3 1.450, I6 2.084, H13 1.073
5 S -0.3648 -2.5534 0.4233  C1 1.574
6 I -2.8448 1.1884 -0.1198  C4 2.084
7 H -1.5112 -2.3996 -1.6654  C1 1.075
8 H 1.7976 0.1725 -0.5954  C2 1.089
9 H 1.7197 1.7938 0.0988  C2 1.087
10 H 2.1783 0.4206 1.1088  C2 1.087
11 H 0.0031 -0.5858 0.9843  C3 1.137
12 H -0.2117 1.0633 1.5558  C3 1.093
13 H -0.5017 0.8399 -1.4558  C4 1.073

The calculation puts the HOMO energy (alpha / beta) at -7.77 / -7.65 eV. The value obtained for the frontier orbital gap (alpha / beta) is 7.50 / 7.36 eV. As for the total charge: 0.

Charges per atom according to Mulliken partitioning, unit e: number 1, C, carries -0.139; number 2, C, carries -1.276; number 3, C, carries 0.324; number 4, C, carries -0.833; number 5, S, carries -0.193; number 6, I, carries 0.042; number 7, H, carries 0.296; number 8, H, carries 0.319; number 9, H, carries 0.353; number 10, H, carries 0.356; number 11, H, carries -0.154; number 12, H, carries 0.392; number 13, H, carries 0.514



Arrangement 2

Computed, not measured: the molecule C4H7IS, with wB97M-V/def2-TZVPD.

Bonds (Å) are listed after each position.
Positions of all 13 atoms, in Å:
1 C 0.9763 -0.4555 1.2779  C2 1.546, H7 1.179, H8 0.993, H9 1.142
2 C 0.7754 0.4288 0.0258  C1 1.546, C3 1.493, S6 1.831, H10 1.052
3 C 0.0086 -0.3956 -0.9553  C2 1.493, C4 1.851, H11 1.171, H12 1.016
4 C -1.4897 0.6825 -0.8149  C3 1.851, I5 2.182, S6 1.816, H13 1.028
5 I -3.1355 -0.5034 -0.0107  C4 2.182
6 S -0.4856 1.7331 0.2738  C2 1.831, C4 1.816
7 H 1.3331 -1.5453 1.0054  C1 1.179
8 H 0.0671 -0.4991 1.6758  C1 0.993
9 H 1.6727 0.0164 2.0499  C1 1.142
10 H 1.6245 1.0150 -0.1817  C2 1.052
11 H 0.4679 -0.4022 -2.0327  C3 1.171
12 H -0.1683 -1.3562 -0.6772  C3 1.016
13 H -1.6466 1.2814 -1.6361  C4 1.028

The calculation puts the HOMO energy at -8.80 eV. The value obtained for the frontier orbital gap is 9.10 eV. The structure (SMILES) is C[C@H]1C[C@@H](I)S1. As for the total charge: 0.

Charges per atom according to Mulliken partitioning, unit e: number 1, C, carries -1.241; number 2, C, carries 0.361; number 3, C, carries -1.094; number 4, C, carries -0.540; number 5, I, carries 0.015; number 6, S, carries -0.178; number 7, H, carries 0.281; number 8, H, carries 0.427; number 9, H, carries 0.296; number 10, H, carries 0.515; number 11, H, carries 0.218; number 12, H, carries 0.413; number 13, H, carries 0.528



Least stable = arrangement 1